# 1
{
  "formula": "C12H26B2Cl7N2O6",
  "method": "the ωB97M-V functional and the def2-TZVPD basis",
  "symbols": ["Cl", "H", "N", "H", "O", "C", "Cl", "H", "H", "H", "H", "O", "C", "H", "C", "B", "H", "O", "H", "H", "C", "B", "H", "H", "H", "H", "H", "C", "C", "N", "C", "Cl", "H", "Cl", "H", "C", "H", "C", "Cl", "C", "O", "C", "Cl", "H", "C", "O", "H", "O", "H", "H", "H", "Cl", "H", "H", "H"],
  "xyz": [[-5.7292, 2.3160, -4.4175], [-0.4808, 2.4091, -0.6148], [1.3503, 1.4353, -4.1830], [2.8649, 4.7847, 0.8474], [-1.3975, 0.5733, -2.6516], [2.4061, 4.3727, -0.1746], [-1.8224, -1.3481, 5.5055], [-0.8766, -4.1253, 3.8065], [-2.9197, 2.4050, -3.6695], [0.4160, 4.4843, 0.3298], [3.6290, 1.4721, -1.7846], [0.6646, 2.3259, -4.7100], [-1.5599, -2.7033, 6.6322], [1.2952, -1.9568, -2.7871], [-3.1752, 3.3044, -4.2386], [1.4765, 0.4105, 1.2568], [-4.6373, 3.9667, -5.7079], [-0.8032, -1.8618, -2.3029], [1.1813, 1.3125, 1.9717], [-2.3471, -2.6418, 7.3896], [-4.3121, 3.0456, -5.2140], [-0.5358, -0.4350, -1.9486], [3.2253, 3.6724, -0.6312], [2.2527, 5.3441, -0.8493], [0.3635, -3.5860, -2.9821], [0.5307, 3.2657, -1.9551], [0.1018, -2.2598, -4.3031], [1.4889, 1.3155, -0.9676], [0.2769, -2.4099, -3.1479], [1.1013, 3.6886, 0.1740], [0.6285, 2.7393, -0.9069], [-3.5645, 4.5996, -3.0796], [-2.1260, 0.0595, -3.1519], [-0.8751, -6.4226, 3.3396], [0.2013, -4.4305, 1.5142], [2.5712, 1.1195, -2.2106], [1.1308, -3.3947, 2.6106], [0.7700, -4.4150, 2.4493], [2.2097, -5.4430, 2.2375], [-0.1951, -2.6397, 7.2987], [2.3510, 1.0978, 0.2418], [0.6045, -0.0775, -0.8189], [2.2207, -0.9142, 2.3275], [-0.0198, -1.6656, 7.7661], [-0.0810, -4.8549, 3.6297], [0.1708, 0.0313, 0.6116], [1.4083, -0.9535, -0.7315], [2.2912, 1.9690, -3.3801], [2.7220, -0.0192, -2.4960], [-1.6945, -3.6370, 6.0771], [-0.1249, -3.4067, 8.0753], [1.1302, -2.9476, 6.1493], [-2.2834, 3.6258, -4.7844], [0.5126, -4.9392, 4.5454], [-3.9867, 2.3425, -5.9865]],
  "atomic_forces_ev_per_a": [[-0.1, 0.0, 0.0], [2.4, 0.7, -0.5], [-2.5, 2.6, -1.2], [-0.9, -0.9, -2.1], [0.4, -3.5, 0.9], [0.8, 1.1, 0.9], [0.1, -0.1, 0.0], [0.2, 0.0, -0.2], [-0.1, 0.3, -0.1], [0.8, -1.7, -0.5], [-2.4, -0.6, -1.1], [2.5, -2.9, 1.4], [0.0, -0.1, 0.1], [-1.8, -0.8, -1.0], [0.1, -0.3, -0.2], [-1.4, 2.6, 0.0], [0.0, -0.2, 0.2], [1.6, 2.1, -0.9], [-0.1, 0.1, 1.1], [0.2, 0.0, 0.0], [0.3, 0.2, -0.2], [-1.9, -0.2, -0.9], [-1.9, 1.2, 0.8], [0.4, -2.1, 1.0], [-0.4, 2.5, -0.2], [0.5, -1.2, 1.7], [0.3, 0.1, 2.3], [1.5, -1.7, 0.8], [0.7, -1.1, 0.3], [0.6, 0.7, -1.5], [-1.6, -0.5, 0.0], [-0.1, 0.0, 0.0], [1.9, 1.0, 1.2], [-0.1, -0.3, 0.0], [0.1, -0.1, 0.2], [1.4, -0.3, 1.8], [-0.1, -0.1, 0.0], [-0.4, 0.3, 0.1], [0.0, -0.1, 0.0], [-0.2, 0.0, 0.2], [-1.5, -0.3, -2.3], [0.9, 0.5, 1.0], [0.6, -0.8, -0.2], [-0.1, -0.2, -0.2], [0.3, 0.4, 0.0], [1.0, -0.5, -2.7], [-1.4, 1.7, -1.0], [0.0, -0.3, 0.7], [-0.7, 2.3, 0.4], [0.1, 0.2, 0.1], [-0.1, 0.1, -0.1], [0.0, 0.2, 0.1], [-0.2, -0.1, 0.0], [-0.1, -0.1, -0.4], [0.0, 0.1, 0.2]],
  "orbital_gap_ev": 7.07,
  "charge": -1,
  "multiplicity": 1
}

# 2
{
  "formula": "C3H4N4O2S",
  "method": "the ωB97M-V functional and the def2-TZVPD basis",
  "symbols": ["C", "C", "N", "O", "O", "H", "N", "S", "N", "H", "C", "H", "N", "H"],
  "xyz": [[2.7213, 2.3781, -0.4061], [1.2233, -1.3381, 0.3959], [1.2893, 0.5937, 1.2648], [2.3914, 3.4067, -0.0242], [3.1057, 1.3952, -0.8476], [-1.1812, 1.4991, -0.5584], [-0.5268, 1.5436, 0.0750], [1.6330, -2.8662, -0.2705], [1.9193, -0.6327, 1.2385], [-0.2714, 2.4084, 0.6194], [0.2207, 0.5184, 0.4460], [-0.6699, -1.3430, -0.5018], [0.0503, -0.7447, 0.0295], [2.9475, -2.7637, -0.1112]],
  "atomic_forces_ev_per_a": [[0.3, -0.1, -0.1], [0.9, -0.8, 1.6], [-1.5, 0.8, -1.1], [-0.7, 1.4, 0.7], [0.5, -1.4, -0.7], [-4.1, -0.1, -3.8], [3.9, 3.1, 5.2], [-0.1, -1.3, -0.3], [-0.6, -0.1, -1.2], [-0.9, -1.2, -1.3], [1.5, -0.5, 2.1], [1.4, 2.2, 1.0], [-0.7, -2.3, -2.1], [0.2, 0.2, 0.1]],
  "orbital_gap_ev": 8.35,
  "e_above_lowest_kcal_mol": 0.00,
  "charge": 0,
  "multiplicity": 1
}